#a
CH6N2O2 | wB97M-V/def2-TZVPD

Structure (XYZ):
```
11
CH6N2O2 wB97M-V/def2-TZVPD
N 0.01 -1.84 0.89
C 0.09 -0.56 0.47
N -1.09 0.19 0.73
O 1.06 -0.08 -0.11
H -0.66 -2.19 1.53
H 0.77 -2.45 0.68
H -1.27 0.42 1.69
H -1.14 1.01 0.16
O -0.05 1.90 -1.80
H 0.45 1.18 -1.36
H 0.53 2.56 -2.14
```

The HOMO energy comes out at -10.05 eV. The total charge is 0. The structure (SMILES) is NC(N)=O.O.

#b
CH6N2O2 | wB97M-V/def2-TZVPD

Structure (XYZ):
```
11
CH6N2O2 wB97M-V/def2-TZVPD
N 1.49 -0.50 1.58
C 0.63 0.10 0.69
N -0.61 -0.56 0.40
O 0.98 1.14 0.01
H 1.20 -1.38 1.95
H 2.45 -0.43 1.36
H -1.04 -0.85 1.34
H -0.92 -0.50 -0.58
O -1.38 0.66 -2.09
H -1.11 0.87 -3.11
H -1.68 1.47 -1.54
```

The HOMO energy comes out at -9.32 eV. The total charge is 0. The structure (SMILES) is NC(N)=O.O.

#c
CH6N2O2 | wB97M-V/def2-TZVPD

Structure (XYZ):
```
11
CH6N2O2 wB97M-V/def2-TZVPD
O 1.29 2.63 -0.15
C 0.71 1.69 0.30
N 0.54 0.50 -0.09
O 1.25 0.10 -1.26
H 0.24 1.85 1.46
H -0.27 -0.26 0.16
H 1.91 0.85 -1.37
N -1.28 -1.63 0.18
H -1.48 -1.73 1.20
H -2.15 -1.47 -0.33
H -0.77 -2.54 -0.10
```

The HOMO energy comes out at -9.05 eV. The total charge is 0. The structure (SMILES) is O=CNO.N.

Here is how they stack up, most stable first: #a, #b, #c.

#a
C5H10 | wB97M-V/def2-TZVPD

Structure (XYZ):
```
15
C5H10 wB97M-V/def2-TZVPD
C 1.90 0.78 0.79
C 0.65 0.84 0.08
C -0.28 -0.34 0.26
C -1.69 0.16 0.46
C -0.12 -0.78 -1.25
H 2.49 1.66 0.95
H 1.85 0.64 -0.40
H 1.90 0.01 1.55
H -0.11 -1.18 0.94
H -2.47 -0.60 0.40
H -1.81 0.80 1.34
H -2.01 0.87 -0.31
H 0.87 -1.19 -1.43
H -0.43 0.03 -1.89
H -0.72 -1.68 -1.49
```

The HOMO energy comes out at -8.26 eV. The total charge is 0.

#b
C5H10 | wB97M-V/def2-TZVPD

Structure (XYZ):
```
15
C5H10 wB97M-V/def2-TZVPD
C 1.82 -0.01 0.06
C 0.39 0.27 0.48
C -0.58 -0.94 0.51
C -1.60 -0.16 -0.34
C -0.54 0.95 -0.57
H 2.44 0.89 0.10
H 2.28 -0.76 0.72
H 1.86 -0.40 -0.96
H 0.37 0.81 1.43
H -0.16 -1.82 0.00
H -0.92 -1.26 1.50
H -2.46 0.19 0.23
H -1.96 -0.67 -1.24
H -0.86 1.97 -0.35
H -0.10 0.93 -1.58
```

The HOMO energy comes out at -10.52 eV. The total charge is 0. The structure (SMILES) is CC1CCC1.

Here is how they stack up, most stable first: #b, #a.

#a
C5H10 | wB97M-V/def2-TZVPD

Structure (XYZ):
```
15
C5H10 wB97M-V/def2-TZVPD
C -1.70 1.30 1.41
C -0.41 0.65 1.04
C -0.10 0.19 -0.16
C 1.19 -0.52 -0.51
C 1.06 -1.49 -1.67
H -2.20 0.72 2.20
H -2.45 1.51 0.65
H -1.47 2.24 1.94
H 0.23 0.54 1.91
H -0.80 0.36 -0.96
H 1.86 0.30 -0.80
H 1.64 -0.95 0.39
H 1.93 -1.46 -2.33
H 0.30 -1.17 -2.39
H 0.93 -2.52 -1.35
```

The HOMO energy comes out at -8.99 eV. The total charge is 0. The structure (SMILES) is C/C=C/CC.

#b
C5H10 | wB97M-V/def2-TZVPD

Structure (XYZ):
```
15
C5H10 wB97M-V/def2-TZVPD
C 1.91 0.34 0.80
C 0.86 0.26 -0.32
C -0.40 -0.11 -0.22
C -1.04 -0.67 1.02
C -1.24 0.12 -1.50
H 2.87 -0.13 0.42
H 2.04 1.42 1.01
H 1.65 -0.13 1.80
H 1.21 0.54 -1.32
H -2.02 -1.15 0.66
H -0.36 -1.42 1.52
H -1.24 0.25 1.71
H -2.32 -0.16 -1.45
H -1.13 1.21 -1.79
H -0.78 -0.39 -2.33
```

The HOMO energy comes out at -8.71 eV. The total charge is 0. The structure (SMILES) is CC=C(C)C.

#c
C5H10 | wB97M-V/def2-TZVPD

Structure (XYZ):
```
15
C5H10 wB97M-V/def2-TZVPD
C -1.78 -0.42 1.14
C -2.36 -0.86 0.03
C -1.74 -0.88 -1.37
H -2.25 -0.19 2.08
H -0.70 -0.29 1.02
H -3.29 -1.42 0.02
H -2.12 -1.78 -1.85
H -2.04 0.00 -1.93
H -0.66 -0.96 -1.24
C 2.53 1.69 0.51
C 3.03 0.52 0.15
H 2.08 2.46 -0.10
H 2.64 2.08 1.52
H 3.03 0.07 -0.84
H 3.63 -0.02 0.87
```

The HOMO energy comes out at -9.37 eV. The total charge is 0. The structure (SMILES) is C=CC.C=C.

#d
C5H10 | wB97M-V/def2-TZVPD

Structure (XYZ):
```
15
C5H10 wB97M-V/def2-TZVPD
C 3.31 -0.87 1.41
C 2.52 -0.21 0.54
C 1.28 -0.87 -0.02
H 4.16 -0.28 1.82
H 3.03 -1.89 1.60
H 2.85 0.61 -0.07
H 0.65 -1.30 0.74
H 0.63 -0.10 -0.44
H 1.46 -1.60 -0.81
C -3.83 1.44 -0.58
C -2.75 0.84 -1.10
H -3.77 1.79 0.45
H -4.86 1.31 -0.86
H -1.74 1.01 -0.76
H -2.93 0.13 -1.92
```

The HOMO energy comes out at -9.55 eV. The total charge is 0. The structure (SMILES) is C=CC.C=C.

Here is how they stack up, most stable first: #a, #b, #c, #d.

#a
C5H10 | wB97M-V/def2-TZVPD

Structure (XYZ):
```
15
C5H10 wB97M-V/def2-TZVPD
C 1.79 -0.08 0.57
C 0.78 -0.43 1.37
C -0.43 0.41 1.64
H 1.79 0.88 0.06
H 2.64 -0.72 0.41
H 0.81 -1.40 1.87
H -0.44 0.74 2.69
H -1.35 -0.15 1.48
H -0.45 1.30 1.00
C -0.39 0.26 -2.16
C -1.33 -0.44 -1.54
H -0.62 1.15 -2.75
H 0.66 -0.02 -2.09
H -1.08 -1.32 -0.95
H -2.38 -0.17 -1.60
```

The HOMO energy comes out at -9.59 eV. The total charge is 0. The structure (SMILES) is C=CC.C=C.

#b
C5H10 | wB97M-V/def2-TZVPD

Structure (XYZ):
```
15
C5H10 wB97M-V/def2-TZVPD
C 0.92 -1.17 2.05
C -0.09 -0.81 0.98
C 0.20 -0.21 -0.07
C -0.82 0.12 -1.09
C -0.37 1.45 -1.91
H 0.57 -0.64 3.22
H 1.90 -0.79 1.80
H 0.96 -2.36 2.29
H -1.11 -1.15 1.39
H 1.38 0.18 -0.26
H -0.95 -0.49 -1.80
H -1.95 0.36 -0.70
H -0.23 2.33 -1.04
H -1.03 1.79 -2.62
H 0.61 1.39 -2.24
```

The HOMO energy comes out at -9.49 eV. The total charge is 0. The structure (SMILES) is C/C=C/CC.

Here is how they stack up, most stable first: #a, #b.

#a
C6H12 | wB97M-V/def2-TZVPD

Structure (XYZ):
```
18
C6H12 wB97M-V/def2-TZVPD
C -1.52 -0.46 1.02
C -0.48 -0.29 0.20
C -0.76 -0.41 -1.30
C 0.36 -0.12 -2.29
C 0.92 -0.01 0.72
C 0.80 1.02 1.89
H -2.46 -0.86 0.65
H -1.52 -0.28 2.09
H -1.67 0.12 -1.54
H -1.04 -1.46 -1.50
H 0.18 -0.54 -3.28
H 1.24 -0.70 -1.98
H 0.56 0.95 -2.33
H 1.57 0.33 -0.07
H 1.38 -0.96 0.97
H -0.06 1.67 1.93
H 1.78 1.51 1.96
H 0.73 0.48 2.83
```

The HOMO energy comes out at -8.87 eV. The total charge is 0. The structure (SMILES) is C=C(CC)CC.

#b
C6H12 | wB97M-V/def2-TZVPD

Structure (XYZ):
```
18
C6H12 wB97M-V/def2-TZVPD
C -1.36 -1.01 0.52
C -0.35 -0.01 -0.01
C -1.05 1.18 -0.66
C 0.73 0.41 1.03
C 1.84 -0.03 0.05
C 0.77 -0.62 -0.90
H -1.99 -1.40 -0.29
H -0.85 -1.86 0.99
H -2.02 -0.55 1.27
H -1.67 0.88 -1.51
H -0.32 1.92 -1.03
H -1.70 1.69 0.07
H 0.74 1.48 1.29
H 0.72 -0.17 1.95
H 2.57 -0.74 0.46
H 2.38 0.81 -0.39
H 0.74 -1.72 -0.93
H 0.81 -0.26 -1.93
```

The HOMO energy comes out at -10.35 eV. The total charge is 0. The structure (SMILES) is CC1(C)CCC1.

#c
C6H12 | wB97M-V/def2-TZVPD

Structure (XYZ):
```
18
C6H12 wB97M-V/def2-TZVPD
C 1.87 -0.30 0.86
C 0.86 0.14 -0.20
C -0.14 1.21 0.31
C -1.53 0.55 0.27
C -1.42 -0.43 -0.90
C -0.02 -1.03 -0.71
H 1.35 -0.67 1.75
H 2.51 0.53 1.17
H 2.51 -1.10 0.49
H 1.42 0.56 -1.05
H -0.14 2.09 -0.35
H 0.12 1.58 1.31
H -1.70 -0.01 1.20
H -2.34 1.27 0.16
H -2.21 -1.19 -0.91
H -1.48 0.12 -1.85
H -0.06 -1.81 0.06
H 0.38 -1.49 -1.62
```

The HOMO energy comes out at -10.92 eV. The total charge is 0. The structure (SMILES) is CC1CCCC1.

#d
C6H12 | wB97M-V/def2-TZVPD

Structure (XYZ):
```
18
C6H12 wB97M-V/def2-TZVPD
C -1.76 0.21 0.86
C -0.45 -0.10 0.19
C 0.06 0.43 -0.92
C 1.57 0.40 -0.92
C 1.89 -0.12 0.51
C 0.62 -0.88 0.92
H -1.49 0.79 1.76
H -2.32 -0.66 1.20
H -2.40 0.85 0.25
H -0.50 0.92 -1.71
H 1.93 1.42 -1.05
H 2.03 -0.21 -1.71
H 1.98 0.74 1.18
H 2.81 -0.71 0.57
H 0.64 -1.92 0.55
H 0.47 -0.93 2.01
H -2.49 -0.45 -1.69
H -2.60 0.21 -1.99
```

The HOMO energy comes out at -8.60 eV. The total charge is 0. The structure (SMILES) is CC1=CCCC1.[H][H].

Here is how they stack up, most stable first: #c, #b, #a, #d.

#a
C6H12 | wB97M-V/def2-TZVPD

Structure (XYZ):
```
18
C6H12 wB97M-V/def2-TZVPD
C 1.69 -0.33 0.97
C 0.91 0.18 -0.24
C -0.11 1.28 0.16
C -1.42 0.51 0.38
C -1.42 -0.52 -0.76
C 0.06 -0.94 -0.90
H 1.02 -0.64 1.78
H 2.36 0.45 1.37
H 2.31 -1.19 0.70
H 1.62 0.58 -0.97
H -0.24 1.99 -0.67
H 0.21 1.84 1.04
H -1.39 0.00 1.35
H -2.31 1.16 0.38
H -2.09 -1.36 -0.57
H -1.76 -0.03 -1.68
H 0.25 -1.90 -0.39
H 0.33 -1.09 -1.95
```

The HOMO energy comes out at -11.01 eV. The total charge is 0. The structure (SMILES) is CC1CCCC1.

#b
C6H12 | wB97M-V/def2-TZVPD

Structure (XYZ):
```
18
C6H12 wB97M-V/def2-TZVPD
C 0.56 -1.94 -0.63
C 1.02 -0.49 -0.78
C 0.00 0.53 -1.25
C 0.01 1.25 0.00
C -1.66 0.86 1.15
C 1.11 0.34 0.53
H -0.37 -2.00 -0.04
H 1.32 -2.55 -0.12
H 0.36 -2.39 -1.61
H 1.97 -0.48 -1.34
H -1.00 0.50 -0.17
H -0.43 0.79 -2.21
H -0.11 2.32 0.20
H -1.22 1.10 2.11
H -2.44 1.58 0.88
H -2.07 -0.16 1.18
H 2.05 0.91 0.61
H 0.91 -0.17 1.48
```

The HOMO energy comes out at -6.69 eV. The total charge is 0.

#c
C6H12 | wB97M-V/def2-TZVPD

Structure (XYZ):
```
18
C6H12 wB97M-V/def2-TZVPD
C 1.69 0.85 -1.11
C 0.46 1.63 -0.57
C -0.52 0.83 0.64
C -1.06 -0.52 0.21
C -1.38 -1.63 1.19
C -0.21 -1.75 0.26
H 1.38 -0.14 -1.47
H 2.48 0.69 -0.35
H 2.17 1.36 -1.96
H 0.83 2.63 -0.22
H -0.25 1.80 -1.36
H -1.34 1.51 0.93
H 0.44 0.94 1.07
H -1.75 -0.45 -0.63
H -1.17 -1.44 2.24
H -2.26 -2.23 1.00
H -0.28 -2.45 -0.57
H 0.78 -1.64 0.69
```

The HOMO energy comes out at -9.31 eV. The total charge is 0. The structure (SMILES) is CCCC1CC1.

#d
C6H12 | wB97M-V/def2-TZVPD

Structure (XYZ):
```
18
C6H12 wB97M-V/def2-TZVPD
C -1.23 -1.07 0.52
C -0.34 0.04 -0.03
C -1.18 1.16 -0.62
C 0.74 0.51 0.98
C 1.84 -0.16 0.12
C 0.78 -0.49 -0.96
H -1.86 -1.50 -0.27
H -0.64 -1.88 0.95
H -1.90 -0.69 1.31
H -1.81 0.80 -1.45
H -0.55 1.97 -1.01
H -1.85 1.60 0.14
H 0.83 1.60 1.05
H 0.63 0.11 2.00
H 2.29 -1.04 0.58
H 2.64 0.51 -0.21
H 0.70 -1.55 -1.23
H 0.89 0.09 -1.88
```

The HOMO energy comes out at -10.36 eV. The total charge is 0. The structure (SMILES) is CC1(C)CCC1.

Here is how they stack up, most stable first: #a, #d, #c, #b.